1.
Here is a cluster of 4 separate species, C34H31BrF33N5O8S in total at a distorted geometry from OMol25. Energies are from wB97M-V/def2-TZVPD.

Output
Gap between HOMO and LUMO ... 7.245 eV
Largest force on an atom ... 3.562 eV Å⁻¹
Molecular weight ... 1376.55 g/mol
Relative energy (zero: lowest compared OMol25 entry of this formula, charge and spin) ... 0.000 eV

The geometry in XYZ format:
```
113
Properties=species:S:1:pos:R:3:forces:R:3
Br 5.578 1.486 2.880 -0.016 -0.048 -0.114
S 3.775 -0.190 -2.095 1.745 -0.586 -2.868
F -4.268 -3.711 3.680 0.348 -0.049 0.042
F -5.032 -7.706 -0.218 -0.242 -0.185 0.013
F -2.587 -2.180 0.880 -0.144 0.226 0.031
F -5.261 5.419 -4.964 -0.075 0.226 -0.069
F -2.500 -3.658 -0.701 0.093 0.000 0.107
F -7.240 7.012 -3.859 0.049 -0.167 -0.105
F -3.768 -7.619 1.526 -0.106 -0.273 0.164
F 1.438 0.555 -4.239 0.050 -0.330 0.039
F -0.979 2.717 -2.884 -0.202 -0.315 0.542
F -2.367 -4.010 -3.142 -0.034 -0.309 -0.029
F -5.296 5.184 1.348 0.202 0.017 -0.025
F -0.377 2.452 -4.913 0.056 -0.043 -0.077
F -4.051 -5.613 5.586 -0.064 0.172 -0.080
F -4.786 -4.206 -1.520 0.060 -0.050 -0.345
F -3.904 -7.192 4.107 -0.069 -0.044 -0.176
F 1.436 -1.381 -2.307 0.119 -0.233 -0.793
F -5.750 -9.477 1.791 0.119 0.042 -0.149
F -6.380 5.106 -0.528 0.036 0.106 -0.291
F -5.998 7.314 -2.097 0.068 -0.177 0.121
F 1.688 2.561 -3.410 0.263 0.050 -0.200
F -4.483 -1.650 -0.996 0.064 -0.057 0.134
F 1.921 -0.680 -0.351 0.218 0.163 0.202
F -2.900 -0.165 -0.945 0.354 -0.062 0.011
F -1.266 0.790 -3.911 -0.163 -0.153 0.533
F -5.877 -5.171 3.639 0.047 -0.098 0.120
F -3.653 -4.130 -4.864 -0.269 -0.118 0.037
F 1.485 1.910 -1.084 0.340 -0.039 0.148
F -6.209 -7.797 3.097 0.075 0.104 0.004
F -3.857 6.446 -0.565 -0.153 0.007 0.059
F -0.139 0.552 -1.443 -0.083 -0.339 -0.014
F -4.309 -5.896 -2.822 0.181 0.070 -0.092
F -6.133 4.620 -3.159 -0.201 0.180 0.102
F -2.957 4.594 0.131 -0.126 -0.302 0.029
O -3.895 -2.406 -3.518 0.193 -0.484 0.673
O 4.044 0.974 -2.872 -0.766 1.412 1.121
O 7.170 -1.093 3.865 -0.917 -0.777 -0.485
O 8.745 0.039 2.772 -0.911 -0.831 -1.075
O 4.125 -1.375 -2.786 -0.307 -1.306 0.804
O 3.656 1.647 0.294 0.612 -0.066 1.175
O -4.069 5.512 -3.126 -0.527 0.338 0.552
O -5.266 -5.986 1.123 0.488 -0.304 1.035
N 4.633 0.706 0.367 -2.426 1.898 -1.546
N 7.199 -1.190 1.541 -0.334 -0.701 -0.920
N 5.732 -0.999 -0.304 -0.354 -0.595 -1.121
N 8.981 -4.628 -0.141 -0.185 -0.536 -0.084
N 5.525 0.476 1.355 0.275 -0.201 0.102
C 7.807 -2.348 0.971 0.676 0.276 -0.172
C -3.182 -1.456 -1.294 -0.602 -0.050 -0.300
C 7.712 -4.629 0.234 0.087 -0.085 -0.061
C -6.085 -8.166 1.811 -0.384 -0.260 0.039
C 9.623 -3.498 0.069 1.896 -0.044 -0.532
C -5.010 -7.348 1.084 0.437 0.884 -0.459
C -3.619 -3.766 -3.567 0.397 0.738 -0.320
C 9.127 -2.333 0.588 -0.241 0.748 0.323
C -3.713 -5.877 4.300 0.330 0.152 0.412
C -5.967 6.997 -3.403 -0.118 0.460 -0.064
C 2.881 5.144 0.283 0.002 0.069 -0.101
C -2.988 -1.560 -2.817 0.016 0.371 -0.537
C 3.279 3.517 4.625 0.125 0.101 -0.329
C -4.564 -5.005 3.367 -0.669 -0.128 -0.424
C 4.764 -0.157 -0.605 0.957 -0.926 1.487
C -4.666 -4.595 -2.811 -0.578 -0.292 0.252
C 1.975 -0.370 -1.666 -0.292 0.667 1.694
C 3.630 4.049 1.063 -0.615 -0.190 -0.188
C -5.356 5.611 -3.631 0.694 -0.830 0.098
C 7.761 -0.720 2.866 1.931 2.111 2.122
C -0.470 1.834 -3.728 0.480 0.409 -1.365
C 6.220 -0.622 0.894 0.505 0.029 0.864
C 1.100 0.903 -1.858 -0.556 -0.040 -0.744
C 1.274 4.749 3.877 -0.011 -0.213 -0.171
C -4.345 -5.141 1.846 -0.155 0.182 -0.644
C 0.983 1.424 -3.340 -0.338 0.720 0.659
C 7.138 -3.523 0.795 -2.285 -0.046 0.694
C -3.986 5.103 -0.608 0.109 0.627 -0.485
C -2.296 -2.356 -0.430 0.387 0.009 0.402
C 2.664 3.503 2.138 0.359 1.127 0.577
C 4.171 2.990 0.071 0.324 1.143 -0.352
C -5.276 4.667 0.097 -0.092 -0.263 0.481
C -3.756 4.621 -2.055 0.287 -0.363 -0.471
C 2.702 4.354 3.451 -0.558 -0.818 0.556
H 4.365 3.626 4.720 -0.102 0.073 0.185
H 4.490 4.533 1.537 0.007 -0.266 0.102
H -3.309 -5.364 1.596 -0.011 -0.250 0.174
H -1.952 -1.765 -3.087 0.017 -0.199 0.212
H -5.389 7.759 -3.930 0.060 -0.110 -0.083
H 1.653 3.628 1.745 0.044 -0.589 -0.110
H -7.053 -8.037 1.322 0.077 0.046 -0.133
H 3.302 5.260 3.328 -0.044 -0.059 -0.153
H 3.077 2.450 4.489 -0.091 0.116 -0.068
H 10.677 -3.489 -0.204 -0.094 -0.150 -0.093
H 3.898 3.280 -0.948 -0.178 -0.369 0.037
H -4.522 -4.149 1.434 -0.204 -0.022 0.094
H -1.235 -2.127 -0.572 -0.044 0.088 -0.128
H 5.263 2.999 0.087 -0.078 -0.411 0.154
H 1.288 5.548 4.621 -0.044 0.052 -0.152
H 0.647 5.015 3.022 0.100 0.322 0.125
H 2.858 2.476 2.434 -0.144 -0.067 -0.392
H 2.776 3.789 5.554 0.405 0.161 0.103
H -4.176 3.629 -2.227 -0.283 0.078 0.139
H 2.683 6.011 0.918 0.125 -0.030 -0.034
H 7.100 -5.513 0.104 0.260 -0.154 -0.106
H 0.777 3.895 4.354 0.080 -0.001 -0.095
H -2.650 -5.652 4.174 -0.022 0.061 -0.083
H 1.902 4.789 -0.057 0.143 -0.138 -0.021
H 3.431 5.473 -0.604 0.050 0.098 0.164
H -2.679 4.491 -2.144 0.002 0.170 0.087
H -3.190 -0.566 -3.211 -0.209 -0.020 0.116
H -5.324 3.577 0.178 0.079 -0.010 -0.068
H 9.731 -1.444 0.698 0.065 -0.036 0.052
H -5.648 -4.495 -3.279 0.092 0.098 -0.167
H 6.101 -3.584 1.114 0.056 0.013 -0.047
```
Positions in Å, forces in eV/Å.

=====

2.
Here is a structure of composition C2H4Br2N at a distorted geometry from OMol25. Energies are from wB97M-V/def2-TZVPD.

Output
Total charge ... +1
Gap between HOMO and LUMO ... 7.286 eV
Largest force on an atom ... 4.358 eV Å⁻¹
Molecular weight ... 201.87 g/mol
Relative energy (zero: lowest compared OMol25 entry of this formula, charge and spin) ... 2.915 eV

The geometry in XYZ format:
```
9
Properties=species:S:1:pos:R:3:forces:R:3
Br -2.848 1.384 0.039 -0.313 -0.213 -0.061
Br -3.288 -1.731 -0.020 -0.122 0.396 -0.054
N 1.764 0.122 -0.550 1.796 -1.952 -1.263
C 1.071 0.038 0.496 -3.935 0.010 1.873
C -2.115 -0.310 -0.027 0.647 -0.164 0.244
H 2.102 -0.784 -1.051 -1.159 2.349 0.455
H 2.141 1.053 -0.776 0.492 -0.856 -0.104
H 0.990 0.925 1.128 0.117 0.070 -0.326
H 0.183 -0.696 0.761 2.476 0.360 -0.765
```
Positions in Å, forces in eV/Å.

=====

3.
Here is a structure of composition C20H15N5O8SV at a distorted geometry from OMol25. Energies are from wB97M-V/def2-TZVPD.

Output
Total charge ... +1
Gap between HOMO and LUMO (alpha / beta) ... 7.626 / 6.705 eV
Largest force on an atom ... 2.851 eV Å⁻¹
Molecular weight ... 536.38 g/mol
Relative energy (zero: lowest compared OMol25 entry of this formula, charge and spin) ... 0.000 eV

The geometry in XYZ format:
```
50
Properties=species:S:1:pos:R:3:forces:R:3
V -0.296 -0.627 0.693 -1.527 -1.155 0.271
S -2.895 0.432 3.131 0.283 -0.230 -0.151
O -1.789 -4.389 -3.362 -0.211 -0.100 -0.259
O -2.724 -2.298 -1.872 0.007 0.152 0.158
O 2.962 0.730 1.174 -0.176 -0.255 -0.153
O -0.486 1.056 0.461 -0.411 1.539 -0.528
O 1.366 -0.631 0.458 2.772 -0.596 -0.302
O -0.005 -5.703 -3.287 -0.004 0.046 -0.040
O 0.300 -0.204 -1.876 0.285 0.023 0.140
O -1.810 -1.084 -0.231 -1.092 -0.137 -0.649
N -3.536 -2.026 2.273 0.243 0.071 -0.069
N 1.099 -3.579 0.111 0.098 -0.135 -0.045
N -1.288 -1.452 2.315 -0.146 -0.903 0.400
N 0.078 -2.735 0.178 -0.375 0.003 -0.428
N -0.479 -0.388 2.487 0.343 0.571 0.990
C 2.232 0.396 0.286 0.815 1.009 0.013
C -0.707 -3.026 -0.853 0.087 -0.262 -0.028
C 3.142 2.788 -2.443 0.055 0.067 0.005
C 0.980 -4.428 -0.922 -0.098 -0.093 -0.146
C 1.247 1.529 -3.218 -0.094 -0.072 -0.030
C -0.122 3.396 0.662 -0.064 -0.384 -0.253
C -0.030 4.516 1.468 -0.009 0.022 0.067
C -0.654 -4.806 -2.828 0.164 -0.066 0.274
C -1.861 -2.105 -1.043 0.095 -0.656 -0.428
C -1.028 0.738 3.191 -0.538 0.314 0.142
C 2.186 1.057 -1.046 -0.259 -0.180 -0.006
C 2.189 2.521 -3.418 0.007 -0.025 0.051
C 3.129 2.064 -1.269 -0.045 -0.031 -0.001
C -0.560 3.197 3.400 -0.025 -0.068 0.018
C -2.583 -1.154 2.517 -0.528 0.633 0.332
C -0.664 2.065 2.604 0.059 -0.177 -0.347
C -0.186 -4.107 -1.589 -0.145 0.155 0.035
C -0.445 2.165 1.223 0.128 0.766 0.890
C 1.240 0.785 -2.045 0.163 0.076 -0.025
C -0.247 4.422 2.836 0.002 0.047 0.023
H 0.226 5.469 1.024 -0.008 0.001 0.009
H 2.179 3.087 -4.340 -0.006 -0.009 -0.008
H -3.305 -2.918 1.863 0.001 -0.037 0.007
H -4.502 -1.793 2.427 -0.051 -0.062 -0.008
H 3.849 2.257 -0.486 -0.006 0.010 0.003
H -0.165 5.298 3.464 -0.002 -0.002 -0.009
H -2.240 -3.680 -2.857 0.099 0.065 0.065
H 3.884 3.558 -2.597 -0.004 -0.009 -0.008
H -0.271 -0.224 -2.651 -0.111 0.033 -0.084
H 1.843 -3.537 0.789 0.023 0.066 0.078
H -0.725 3.111 4.468 0.022 0.023 0.003
H -0.781 0.698 4.253 0.117 -0.104 -0.037
H 1.692 -5.207 -1.142 0.038 0.036 0.063
H 0.503 1.321 -3.980 0.020 0.003 -0.006
H 0.061 3.448 -0.404 0.008 0.016 0.010
```
Positions in Å, forces in eV/Å.